C20H52AgF2N2O11S2 | wB97M-V/def2-TZVPD

Output
Orbital gap   5.5 eV
Charge   +1

XYZ file:
```
90
Properties=species:S:1:pos:R:3:forces:R:3
N 1.175 0.426 -3.829 0.802 -0.624 -0.114
H 0.890 0.317 -2.836 -0.325 0.492 0.514
H 1.629 1.331 -3.942 0.033 0.006 -0.119
H 0.399 0.303 -4.472 0.093 -0.134 -0.137
H 1.875 -0.319 -3.906 0.037 0.028 -0.629
Ag -0.905 2.304 -2.054 -0.172 0.730 0.584
N 0.446 0.628 -1.260 0.922 2.115 2.286
S 0.016 -0.698 -0.531 -2.845 -5.676 0.764
O -1.192 -0.624 0.231 0.743 0.420 -0.472
O 1.075 -1.505 0.011 -0.716 1.188 -0.989
F -0.474 -1.463 -1.864 0.616 0.517 0.079
S 1.153 1.364 0.152 4.209 1.566 2.042
O 2.415 0.808 0.544 -1.132 -0.410 -1.178
O 0.300 1.680 1.259 -0.520 0.185 -2.228
F 1.675 2.658 -0.606 -1.383 -0.065 -0.006
C 3.727 0.998 6.020 -0.524 0.998 -1.569
C 4.123 1.836 4.969 1.311 0.527 0.562
C 4.251 1.415 3.667 -0.621 -1.033 -0.472
C 3.740 0.154 3.329 -0.569 -0.533 0.186
C 3.242 -0.683 4.321 -0.060 1.016 0.847
C 3.277 -0.253 5.657 0.363 -0.889 0.585
H 3.645 1.476 6.985 0.161 -0.623 0.341
H 4.540 2.809 5.210 -0.250 0.114 0.091
H 4.707 2.024 2.899 -0.107 0.202 0.061
H 3.617 -0.209 2.319 0.478 0.297 -0.174
H 2.722 -1.611 4.129 0.353 -0.170 -0.330
H 3.074 -0.969 6.445 -0.498 0.034 -0.058
C 5.167 -3.755 -1.050 -0.716 -1.126 0.078
C 3.940 -3.189 -0.368 0.294 1.767 -0.719
O 3.924 -1.790 -0.722 -0.147 0.287 -0.001
H 6.042 -3.358 -0.541 0.124 -0.483 0.099
H 5.331 -3.618 -2.119 -0.619 0.581 -0.031
H 4.993 -4.834 -0.967 0.956 -0.128 0.346
H 4.100 -3.282 0.710 -0.244 -0.153 0.036
H 2.954 -3.570 -0.641 0.281 -0.652 -0.079
H 3.122 -1.390 -0.371 0.089 -0.019 0.219
C 1.294 6.342 -1.043 -0.666 0.190 1.560
C 0.196 5.761 -1.907 1.185 0.902 0.857
O 0.566 4.447 -2.387 -0.949 -0.144 -0.262
H 2.306 6.403 -1.436 -0.149 0.250 -0.248
H 1.316 5.869 -0.057 0.371 -0.717 -0.333
H 0.873 7.287 -0.682 0.588 0.546 -0.648
H 0.041 6.484 -2.708 -0.430 -0.507 -0.372
H -0.645 5.753 -1.216 -0.467 -0.719 -0.617
H 1.286 4.613 -3.005 0.024 -0.217 -0.003
C -4.213 -1.545 -1.625 -0.788 1.328 0.090
C -5.197 -2.346 -2.492 0.738 0.218 1.239
O -5.194 -1.927 -3.826 0.143 -0.400 -0.195
H -4.115 -2.007 -0.644 0.264 -0.028 -0.043
H -4.572 -0.519 -1.474 -0.271 -0.058 0.169
H -3.243 -1.352 -2.088 0.137 -0.787 -0.116
H -6.224 -2.267 -2.136 0.069 0.257 0.099
H -4.892 -3.367 -2.219 -0.194 -0.461 -1.203
H -4.287 -1.996 -4.170 -0.212 -0.058 -0.030
C -1.131 -4.112 -4.741 -0.219 0.918 -0.274
C -2.371 -3.546 -5.474 1.944 0.102 0.043
O -2.682 -2.263 -4.957 -1.633 0.125 1.391
H -0.653 -4.863 -5.367 0.211 -0.018 0.228
H -1.269 -4.460 -3.718 -0.563 -0.341 -0.196
H -0.497 -3.232 -4.584 0.525 -0.233 -0.380
H -3.192 -4.250 -5.370 -0.449 0.578 -0.074
H -2.114 -3.355 -6.518 -0.143 -0.735 -0.163
H -2.153 -1.512 -5.209 0.454 -0.421 -0.654
C 0.381 -4.132 1.747 1.027 -2.057 -0.820
C 0.445 -5.280 2.747 -0.978 1.539 0.570
O -0.755 -5.149 3.562 0.913 -0.714 -0.020
H -0.532 -4.245 1.165 -0.300 0.578 0.343
H 1.148 -4.456 1.029 0.337 0.965 -0.142
H 0.578 -3.168 2.204 -0.200 0.103 -0.256
H 1.314 -5.153 3.397 0.135 -0.244 -0.091
H 0.527 -6.239 2.239 -0.462 -0.122 0.218
H -0.450 -4.572 4.268 -0.475 -0.055 0.214
C -1.492 6.290 2.130 1.082 0.030 0.408
C -0.847 4.909 2.021 -1.894 -0.341 -0.828
O -1.791 4.098 1.287 0.689 -0.224 -0.224
H -2.528 6.338 2.457 0.092 -0.586 0.326
H -1.496 6.812 1.171 0.327 -0.044 -0.047
H -0.852 6.815 2.844 -0.284 0.550 -0.133
H -0.709 4.364 2.956 0.366 0.676 0.306
H 0.083 4.949 1.446 0.194 0.147 0.336
H -1.549 3.189 1.505 -0.558 -0.202 -0.355
C -4.186 -0.138 1.995 0.362 0.223 1.259
C -4.145 1.263 1.416 -0.357 -0.702 -1.247
O -2.855 1.544 0.862 0.401 0.224 0.110
H -5.094 -0.363 2.557 -0.341 0.097 -0.508
H -3.431 -0.248 2.780 0.307 0.036 -0.234
H -4.004 -0.890 1.232 -0.117 -0.023 -0.013
H -4.433 2.063 2.094 0.172 -0.070 0.084
H -4.810 1.255 0.545 -0.458 0.331 0.313
H -2.463 0.697 0.626 0.086 -0.042 0.151
```
Positions in Å, forces in eV/Å.

***

C2H4OS3 | wB97M-V/def2-TZVPD

Output
Orbital gap   8.2 eV

XYZ file:
```
10
Properties=species:S:1:pos:R:3:forces:R:3
C -0.021 0.293 0.154 0.365 1.038 0.908
C -0.373 1.491 1.021 -3.627 -0.468 0.369
O 1.258 -3.095 -0.714 0.129 0.431 -0.614
S -0.907 -1.711 -1.913 0.255 -0.418 -0.604
S 1.496 -0.024 -0.220 0.544 0.238 0.087
S 0.979 -2.058 -1.719 -0.624 -0.900 0.570
H -0.728 -0.416 -0.351 -0.359 0.768 0.613
H -1.145 1.298 1.899 1.590 -0.230 -1.768
H -0.998 2.197 0.393 0.819 -0.651 0.394
H 0.438 2.025 1.452 0.909 0.191 0.046
```
Positions in Å, forces in eV/Å.

***

C2H5NO2 | wB97M-V/def2-TZVPD

Output
Orbital gap   11.0 eV
Structure (SMILES)   CONC=O

XYZ file:
```
10
Properties=species:S:1:pos:R:3:forces:R:3
C 0.860 -0.843 -1.413 2.123 0.529 0.163
C -0.340 0.644 1.176 -0.774 0.091 1.544
H 0.757 -0.264 -2.511 0.812 -1.618 3.167
H 1.095 -2.033 -1.576 -0.917 2.887 0.462
H 1.749 -0.398 -0.572 -2.385 -1.169 -3.122
H -1.107 -1.375 0.795 0.916 1.622 0.437
H -0.781 0.710 2.237 0.508 -0.614 -1.150
N -0.422 -0.609 0.573 -0.651 -0.725 -0.144
O -0.403 -0.516 -0.807 0.448 -0.546 -1.111
O 0.168 1.618 0.687 -0.080 -0.458 -0.245
```
Positions in Å, forces in eV/Å.

***

Number 1: calculated total energy -78178.097 eV, HOMO -10.74 eV, maximum force 6.39 eV/A. Number 2: calculated total energy -36690.068 eV, HOMO -9.28 eV, maximum force 3.68 eV/A. Number 3: calculated total energy -7736.754 eV, HOMO -10.12 eV, maximum force 4.10 eV/A.